{
  "formula": "C64H176N16O16",
  "method": "ωB97M-V/def2-TZVPD",
  "elements": ["H", "H", "H", "H", "H", "H", "H", "H", "H", "H", "C", "N", "H", "H", "H", "H", "H", "H", "H", "H", "H", "C", "H", "C", "C", "H", "H", "H", "C", "H", "C", "H", "H", "N", "C", "H", "H", "H", "H", "O", "C", "C", "H", "C", "H", "H", "N", "H", "H", "O", "H", "H", "H", "H", "H", "H", "H", "H", "H", "H", "H", "C", "H", "H", "C", "H", "C", "H", "C", "H", "C", "N", "H", "H", "H", "H", "H", "H", "H", "H", "H", "H", "H", "C", "H", "H", "C", "H", "H", "N", "C", "H", "H", "H", "O", "C", "C", "H", "C", "H", "H", "H", "H", "H", "H", "C", "H", "C", "H", "H", "H", "N", "O", "O", "H", "H", "H", "C", "H", "H", "H", "O", "H", "H", "H", "H", "H", "H", "C", "H", "H", "C", "H", "C", "C", "C", "H", "H", "H", "H", "H", "N", "H", "N", "C", "H", "H", "H", "H", "H", "C", "H", "N", "H", "H", "H", "C", "C", "H", "H", "C", "H", "C", "C", "C", "H", "H", "H", "C", "C", "H", "C", "H", "H", "H", "H", "H", "N", "H", "O", "H", "H", "O", "H", "H", "O", "H", "N", "C", "H", "C", "O", "C", "H", "H", "C", "O", "H", "C", "C", "N", "C", "H", "C", "C", "H", "H", "H", "H", "H", "H", "C", "C", "H", "N", "O", "H", "H", "H", "C", "C", "H", "H", "H", "C", "C", "H", "H", "H", "C", "H", "N", "H", "N", "H", "C", "O", "O", "H", "O", "H", "H", "C", "H", "H", "C", "H", "H", "H", "H", "H", "H", "H", "H", "H", "H", "O", "N", "C", "H", "H", "H", "H", "H", "C", "H", "H", "H", "C", "C", "C", "H"],
  "positions_angstrom": [[-5.32, 5.75, -0.93], [-6.35, 7.07, 3.55], [4.84, -1.77, -0.26], [-1.23, -1.49, 7.69], [7.01, 2.38, -2.53], [-1.69, -4.74, 5.95], [-0.50, -2.59, -3.06], [8.34, 2.89, -1.39], [4.95, 1.50, -1.10], [1.34, -2.76, -6.77], [2.12, 5.38, 0.90], [-1.62, 1.24, -0.15], [-3.38, 4.79, -3.26], [8.00, 1.20, -1.61], [0.57, -1.83, 5.99], [-6.72, 5.44, 4.16], [1.59, -1.82, -4.42], [-0.29, -2.54, -7.41], [-6.28, -3.37, 2.19], [-3.18, 0.40, 1.70], [-1.56, -5.11, 1.40], [-1.17, -2.19, -5.03], [0.24, -3.91, 7.31], [5.37, 1.89, 2.42], [0.13, -0.86, 6.22], [0.71, 1.14, -4.61], [3.29, 6.78, -4.18], [2.97, -7.24, 0.96], [-1.84, 0.74, 9.42], [-0.54, 3.38, 2.34], [7.53, 2.19, -1.59], [-6.65, 1.36, 1.10], [3.12, 1.28, 1.81], [3.84, -1.86, 1.99], [-2.97, 0.48, 2.77], [-4.29, -2.66, 1.14], [1.28, -1.50, 2.73], [-1.15, 1.09, 10.18], [6.29, 2.46, 2.55], [4.88, 0.33, -4.67], [-1.30, -1.01, 6.72], [-0.13, 1.80, -4.82], [-2.48, 0.75, 0.06], [-3.40, 4.33, -2.27], [3.34, 0.50, -3.38], [5.79, 0.37, -0.08], [-6.28, -2.90, 3.08], [3.55, -0.93, 1.74], [5.79, 2.26, -5.04], [5.04, -0.72, 5.69], [1.66, 1.69, -6.73], [-1.97, -5.25, -0.38], [0.85, -4.88, -1.24], [-0.84, -4.05, 0.20], [3.62, 4.11, -6.69], [-0.22, -3.10, 4.93], [-3.55, 1.31, 3.18], [-4.29, 4.30, 0.09], [-6.14, 0.12, -4.16], [3.01, 4.76, 0.82], [1.82, -5.15, 0.03], [3.70, -4.20, 1.80], [2.37, -2.72, 0.91], [-4.39, 3.86, -2.17], [0.47, -2.10, -6.76], [-0.01, -2.45, 1.99], [-1.20, -5.07, 0.37], [2.79, 0.10, -4.99], [-1.16, -5.61, 5.55], [5.62, 0.89, 2.79], [-3.27, 5.33, -1.09], [1.18, -5.59, -0.61], [4.19, -3.64, -4.65], [0.91, -5.39, 7.34], [-1.18, 0.28, -1.91], [-0.60, -4.35, 3.97], [-5.20, 1.85, 0.36], [-3.14, -0.86, -2.37], [7.08, 0.42, 4.33], [-1.17, 2.84, -6.48], [-0.12, -5.32, -3.41], [-8.04, 3.81, 1.82], [5.75, -2.32, 4.61], [-6.97, 6.19, 3.41], [7.09, -0.51, 6.69], [-1.04, 1.42, -4.35], [-1.71, -6.99, 3.51], [3.28, 6.50, -6.47], [2.79, 2.82, -9.15], [-2.22, -3.66, -3.27], [-4.13, -3.09, 2.13], [4.34, 2.80, 0.80], [-2.96, -2.99, -3.11], [1.89, 4.31, -9.18], [0.79, 2.66, -8.46], [4.11, -2.63, -5.05], [-5.54, 7.82, -2.75], [0.93, -5.76, 4.92], [-5.90, 2.14, 1.16], [4.79, -3.50, -0.56], [4.20, -6.75, 2.08], [-2.97, 0.25, 7.30], [-2.24, -7.12, 2.56], [3.33, -4.08, 2.81], [-7.06, 6.20, 0.16], [7.82, -0.23, 4.81], [-2.15, -9.36, -1.05], [-6.99, 4.06, 1.99], [9.15, -1.35, 6.46], [-7.21, 7.44, 1.23], [3.38, -1.87, 6.38], [3.68, 0.80, 1.12], [0.03, -1.70, -5.47], [6.72, 2.25, -0.37], [5.11, -2.34, -5.37], [-5.60, 5.67, 1.80], [-9.31, -0.63, -2.24], [0.03, -6.09, 0.14], [4.28, 5.35, -7.82], [2.94, -0.27, 5.89], [-5.17, -0.43, 2.62], [-6.24, 3.47, 0.93], [-0.66, 0.89, -7.87], [1.94, 0.77, 3.16], [-2.06, -0.31, 9.59], [-3.06, -3.01, 2.34], [4.76, -4.43, 1.88], [0.26, -6.38, 1.17], [0.85, -4.54, 6.66], [8.32, -0.75, 3.99], [-0.17, -1.78, -0.55], [-4.93, -2.38, 3.26], [-0.65, -7.02, 3.26], [5.59, 1.44, -0.22], [-0.96, -3.20, -3.84], [2.37, 4.55, -3.05], [3.06, 0.79, 0.32], [-4.36, 7.22, -0.48], [-2.70, 3.79, -0.10], [4.66, 2.32, 3.13], [-2.04, -1.43, 4.97], [5.36, 6.86, -6.10], [0.71, -1.16, -7.25], [-7.34, 6.44, 1.10], [-0.47, -0.85, -0.08], [-2.92, -1.83, 6.17], [-2.65, 3.54, -2.34], [-4.47, -0.33, -1.38], [-5.72, 8.39, -1.84], [0.58, 4.01, 0.19], [-8.59, -0.35, -3.01], [0.72, -0.30, 6.95], [8.44, -2.02, 6.19], [-2.63, -4.29, -3.94], [-1.27, -6.51, 6.16], [0.29, 1.18, 3.59], [4.93, 1.79, -4.57], [0.77, 4.64, 1.06], [-6.87, 3.63, 2.98], [-2.91, -9.35, 0.52], [-4.14, -0.44, -2.42], [-0.54, 5.80, 1.94], [-1.91, 0.37, 7.10], [4.19, -2.64, -0.27], [4.13, 6.03, -5.98], [-4.54, -2.90, 4.14], [8.73, -2.43, 5.31], [1.90, 3.58, -3.19], [1.79, 3.23, -9.30], [5.94, -1.83, 5.56], [-5.23, 8.55, -3.49], [-0.11, -4.47, -4.09], [-0.75, -7.13, -1.61], [-1.87, -1.44, -4.67], [-1.26, -9.61, 0.59], [4.22, -1.87, -3.07], [0.90, -4.26, -4.42], [-4.29, -1.83, -4.48], [-2.66, 1.46, 9.47], [-1.79, -7.69, 0.05], [-5.19, -2.29, -2.64], [-2.36, 5.92, -1.20], [3.22, -5.27, 1.04], [0.57, 4.14, 3.28], [-6.52, 7.35, -2.88], [1.39, 2.56, 2.30], [2.06, -2.99, -3.66], [-1.96, -1.87, 5.87], [3.53, -0.15, -4.23], [-8.04, 6.37, 3.54], [1.26, 1.61, 3.36], [-7.33, -0.80, -2.70], [0.23, -5.04, 5.33], [1.56, 3.00, -10.35], [0.93, 1.76, -0.24], [3.61, -1.61, -3.93], [2.80, 4.91, -4.39], [4.66, 5.60, -3.86], [3.80, 5.87, -4.47], [-6.34, -0.86, -3.74], [-0.24, 5.65, 0.99], [-6.66, 5.58, 2.06], [3.38, -2.57, -1.00], [-4.69, -0.93, 3.46], [-0.45, 2.04, -6.30], [5.36, 7.62, -5.43], [-0.41, -1.13, 2.89], [1.65, 5.22, -2.57], [-1.45, -1.20, 0.23], [4.03, 2.25, -4.98], [0.23, 2.69, -4.31], [3.20, -6.51, 1.73], [-2.00, -9.08, -0.01], [5.71, -2.63, 6.27], [0.17, -3.91, 4.47], [-3.32, -0.66, 3.59], [-1.79, -2.69, -5.78], [0.22, -0.27, 5.31], [-4.10, 0.58, -2.80], [-0.54, -7.31, -0.55], [0.35, -1.44, 2.17], [-2.08, 1.08, 6.29], [8.55, 0.40, 5.31], [2.15, 6.14, 0.12], [-0.70, 0.38, -0.94], [7.33, -1.17, 5.86], [-1.00, 5.28, 0.44], [-1.14, 1.29, 0.74], [-1.94, 0.76, 3.00], [0.92, 2.45, -6.98], [0.53, 2.01, -1.89], [-0.94, 0.82, -6.90], [-8.74, 0.73, -3.07], [-3.31, 4.56, 0.15], [-4.12, -4.18, 2.11], [0.51, 3.66, 2.31], [-1.24, 1.05, 8.18], [0.36, -0.56, 1.03], [1.21, 3.42, -6.57], [-1.99, -5.80, 4.33], [1.87, -4.16, 6.59], [0.16, -8.13, -0.44], [-4.44, 6.36, -1.15], [1.33, 0.67, -1.58], [-6.92, -2.16, 2.83], [4.39, 4.86, -6.85], [3.23, -1.41, 4.72], [-0.39, 0.07, -6.50], [-5.24, -0.49, 4.29], [1.64, 2.07, 4.27], [2.60, -6.63, 2.63], [3.40, -2.68, -5.87], [-6.69, -1.34, -4.65], [4.85, -1.84, 2.05], [4.99, 1.89, -3.49], [3.23, 4.30, -2.42], [-4.54, 6.81, -2.49], [2.22, -1.99, -3.65], [3.43, -2.86, 1.10], [5.36, 4.44, -6.62], [-3.99, -0.97, -4.91], [-1.94, -7.89, 4.09], [2.26, 5.92, 1.84], [-9.09, -0.73, -3.91], [-4.98, -1.40, -3.23], [-5.42, 1.98, 2.12], [-0.49, -4.99, -4.97], [-5.07, -2.10, -5.07], [3.64, -1.08, 5.67], [4.77, 1.82, 0.99], [0.53, 1.24, -1.11], [6.10, 6.28, -5.73]],
  "mulliken_spin": [0.000, 0.000, 0.000, 0.000, 0.000, 0.000, 0.042, 0.000, 0.000, 0.003, 0.000, 0.001, 0.000, 0.000, 0.000, 0.000, -0.002, 0.001, 0.000, 0.000, -0.001, 0.156, 0.000, 0.000, 0.000, -0.001, 0.000, 0.000, 0.000, 0.000, 0.000, 0.000, 0.000, -0.001, 0.000, 0.000, 0.001, 0.000, 0.000, 0.000, 0.000, -0.001, 0.000, 0.000, 0.000, 0.000, 0.000, 0.001, 0.000, 0.000, 0.000, 0.003, 0.000, -0.013, 0.000, 0.000, 0.000, 0.000, 0.001, 0.000, 0.000, 0.000, 0.003, 0.000, -0.009, 0.000, 0.017, -0.001, 0.000, 0.000, 0.000, 0.000, 0.000, 0.000, 0.001, 0.000, 0.000, -0.001, 0.000, 0.000, -0.004, 0.000, 0.000, 0.000, 0.000, 0.000, 0.000, 0.000, 0.000, 0.646, 0.000, 0.000, -0.020, 0.000, 0.000, 0.001, 0.000, 0.000, 0.000, 0.000, 0.000, 0.000, 0.000, 0.000, 0.000, 0.000, 0.000, 0.000, 0.000, 0.000, 0.000, 0.000, 0.083, 0.000, 0.000, 0.000, 0.000, -0.003, 0.000, 0.000, 0.000, 0.000, 0.000, 0.000, 0.000, 0.000, 0.000, 0.001, 0.000, 0.000, -0.004, 0.000, 0.000, 0.000, -0.031, 0.000, 0.000, 0.000, 0.000, 0.000, 0.000, 0.000, 0.008, 0.000, 0.001, 0.000, 0.000, 0.000, 0.000, 0.000, 0.000, 0.000, 0.000, 0.000, 0.000, 0.000, 0.000, 0.000, 0.000, 0.000, 0.004, 0.000, 0.000, 0.000, 0.000, 0.000, 0.000, 0.000, 0.000, 0.000, 0.000, 0.017, 0.000, 0.001, 0.000, 0.000, -0.003, 0.086, 0.000, 0.001, 0.002, 0.000, 0.000, 0.000, 0.000, 0.000, -0.001, 0.000, 0.002, 0.000, 0.000, 0.001, 0.000, 0.000, 0.001, 0.001, 0.000, 0.000, 0.000, 0.009, 0.000, 0.000, 0.000, 0.000, 0.000, 0.000, 0.002, 0.000, 0.001, 0.000, 0.000, 0.000, 0.000, 0.000, 0.000, 0.000, 0.009, 0.000, 0.000, -0.001, -0.005, 0.000, 0.000, 0.000, -0.004, 0.000, 0.000, 0.000, 0.000, 0.000, -0.001, 0.001, 0.000, 0.000, 0.000, 0.000, 0.000, 0.001, 0.000, 0.000, 0.000, 0.000, 0.000, 0.000, 0.000, 0.000, 0.000, 0.001, 0.000, 0.000, 0.000, 0.000, 0.000, 0.000, 0.000, 0.000, 0.000, 0.010, -0.004, 0.000, -0.002, 0.000, 0.000, 0.000, -0.014, 0.000, 0.002, 0.001, 0.000, 0.000, 0.001, 0.000],
  "charge": 1,
  "multiplicity": 2,
  "molar_mass_g_mol": 1426.2,
  "s2": 0.756,
  "e_homo_ev": [-9.8, -9.8]
}